C24H19AsO4Sn | the ωB97M-V functional and the def2-TZVPD basis

```
49
Properties=species:S:1:pos:R:3:forces:R:3
Sn 0.66178 1.04482 -2.48908 -0.4 -1.3 1.1
C 0.68012 2.43982 -0.42814 0.0 2.6 3.2
O 0.69935 3.07306 0.51393 0.3 -0.9 -2.0
C 0.64258 3.39860 -3.35552 0.3 1.3 -0.3
O 0.64964 4.42310 -3.80540 -0.1 -0.4 0.1
C -1.55617 1.30718 -2.39431 -7.6 0.4 0.1
O -2.72283 1.39380 -2.37868 5.4 -0.3 -0.3
C 2.86680 1.31640 -2.38670 9.1 1.2 -0.7
O 4.03675 1.41120 -2.35916 -6.3 -0.7 0.3
C 0.65743 -0.43959 -4.09775 0.1 0.5 -0.1
H 1.62306 -0.93541 -3.83374 -1.0 0.1 -0.8
H -0.30328 -0.94359 -3.83304 0.9 0.1 -0.7
C 0.65514 0.85638 -4.76740 0.3 -0.5 -1.3
H -0.29573 1.32926 -5.10145 0.8 -0.6 0.1
H 1.60652 1.33149 -5.10243 -0.9 -0.7 0.0
C -2.43594 2.01205 3.23780 0.0 0.2 -0.3
C -2.58551 2.45066 1.91005 0.1 -0.1 0.4
C -1.91037 1.81655 0.87977 0.7 -0.9 0.6
C -1.04686 0.74741 1.20036 -0.5 0.2 0.2
C -0.93885 0.24444 2.51152 -0.4 1.0 -0.4
C -1.62661 0.91120 3.53144 0.1 0.0 -0.4
As -0.19160 -0.26203 -0.22325 -0.6 -0.8 1.7
C 1.69267 -0.40216 0.40043 -0.3 0.3 -0.4
C 2.62152 -1.16617 -0.33457 0.1 0.2 0.5
C 3.94238 -1.26502 0.12941 -0.2 0.2 0.1
C 4.33611 -0.57305 1.28537 -0.4 0.1 0.0
C 3.41619 0.24535 1.96364 0.0 -0.1 -0.5
C 2.10339 0.37485 1.49932 0.1 -0.7 0.0
C -1.27849 -1.82379 0.24003 0.4 -0.2 0.2
C -0.69943 -2.81919 1.04651 -0.7 0.3 -0.7
C -1.56618 -3.76242 1.60291 -0.2 0.3 -0.2
C -2.95270 -3.67250 1.38794 0.3 0.1 0.0
C -3.50305 -2.63644 0.62155 0.5 0.1 -0.1
C -2.66671 -1.68368 0.03890 0.8 -0.4 0.2
H -2.96081 2.54166 4.04144 0.2 -0.3 -0.4
H -3.20533 3.29919 1.66846 -0.2 0.1 0.2
H -2.03228 2.11514 -0.16372 0.0 0.2 0.6
H -0.32451 -0.62375 2.72864 -0.1 0.1 0.0
H -1.51163 0.56335 4.55034 -0.1 0.1 0.0
H 2.31592 -1.68625 -1.24884 0.1 -0.1 0.4
H 4.65573 -1.89579 -0.40089 -0.2 0.2 0.1
H 5.36115 -0.66367 1.66123 -0.5 0.0 -0.2
H 3.70833 0.78477 2.85812 0.1 0.0 -0.1
H 1.38239 1.01145 2.01868 0.4 -0.3 -0.1
H 0.38277 -2.82428 1.21079 -0.4 -0.2 0.0
H -1.14260 -4.55819 2.19965 -0.2 -0.1 0.1
H -3.61313 -4.42016 1.82861 0.2 0.2 -0.1
H -4.56962 -2.55966 0.45860 0.0 -0.1 0.1
H -3.05753 -0.82641 -0.52140 0.0 -0.4 0.2
```
Forces are in eV/Å.

Values from the calculation:
HOMO-LUMO gap (alpha / beta) (hartree): 0.2030 / 0.2008
Max |F| (eV/A): 9.19
Total charge: +2
LUMO level (alpha / beta) (eV): -8.16 / -8.17

Electronic structure analysis, Löwdin charges in units of e: 0.7773, -0.1102, 0.1992, -0.0154, 0.2323, -0.1131, 0.1816, -0.0300, 0.2097, -0.1893, 0.0880, 0.0957, -0.2215, 0.0944, 0.0917, -0.0324, -0.0491, -0.1381, -0.4006, -0.0897, -0.0356, 1.2658, -0.3848, -0.1431, -0.0583, -0.0333, -0.0326, -0.1068, -0.3663, -0.1024, -0.0489, -0.0390, -0.0496, -0.1033, 0.1251, 0.1148, 0.0651, 0.1119, 0.1189, 0.1039, 0.1213, 0.1262, 0.1211, 0.0931, 0.1069, 0.1149, 0.1206, 0.1159, 0.0981